Record 1
Here is a structure of composition C3H3HgMgO4 from the Open Molecules 2025 dataset. Energies are from ωB97M-V with the def2-TZVPD basis set.

ORCA input file:
```
! wB97M-V def2-TZVPD RIJCOSX def2/J DEFGRID3
* xyz 1 3
Hg -0.498 3.236 -2.731
Mg -1.929 0.600 0.577
O 1.835 -0.837 1.069
O 1.016 1.419 -1.891
O 0.343 -0.404 -0.875
O -0.939 1.463 -0.875
C 0.117 0.829 -1.274
C 0.587 -1.076 1.498
C -0.407 -0.894 0.330
H 0.215 -0.349 2.275
H 0.433 -2.104 1.877
H -0.773 -1.885 0.021
*
```

Its lowest unoccupied orbital energy (alpha / beta) is -0.21282 / -0.25781 Ha. The value obtained for the HOMO energy (alpha / beta) is -0.4819 / -0.4813 hartree. Its expectation value of S² is 2.01. The electronic energy comes out at -20958.2629 eV.

***

Record 2
Here is a structure of composition C42H43GeIN7O4PbS2 from the Open Molecules 2025 dataset. Energies are from ωB97M-V with the def2-TZVPD basis set.

ORCA input file:
```
! wB97M-V def2-TZVPD RIJCOSX def2/J DEFGRID3
* xyz 1 1
Pb 0.489 0.785 -0.519
I 1.383 -4.591 3.179
Ge 2.547 1.849 2.423
S -1.779 3.508 -0.410
S -1.571 -0.633 0.554
O -0.976 3.510 0.792
O 1.543 -1.596 0.130
O -2.904 -1.130 -4.130
O -1.801 4.701 -1.195
N -2.475 -2.846 -0.443
N 0.871 -1.509 2.278
N -1.164 2.228 -1.266
N -0.610 1.080 -3.130
N -7.003 0.900 0.432
N -2.396 -1.033 -1.932
N -2.344 2.678 -3.230
C -1.237 -3.458 -4.463
C -3.633 2.167 1.094
C 3.955 -0.715 2.394
C 5.073 -0.455 -0.122
C 4.671 -1.764 1.846
C 2.770 1.919 4.404
C 1.654 -3.615 1.286
C -4.390 3.009 -1.031
C 5.211 -1.644 0.575
C -2.171 -1.586 -0.719
C 3.762 0.461 1.678
C -0.192 -4.325 -4.718
C -3.069 -3.885 -1.261
C 2.588 3.718 0.115
C -2.815 -6.310 -1.947
C 1.705 1.703 5.268
C 3.221 4.702 2.209
C -0.730 0.868 -4.423
C 2.809 4.927 -0.521
C -1.388 2.033 -2.561
C -1.644 1.557 -5.204
C 0.761 1.486 1.760
C -5.840 1.605 0.295
C 3.468 5.903 1.565
C 1.346 -2.135 1.214
C 3.250 6.021 0.203
C 0.010 -2.507 -2.635
C -1.151 -2.554 -3.403
C 1.061 -3.362 -2.910
C -5.596 2.360 -0.862
C 2.801 3.605 1.478
C 0.953 -4.288 -3.936
C -2.456 2.454 -4.520
C 1.908 1.656 6.638
C -4.842 1.529 1.276
C -2.170 -5.124 -1.245
C 4.044 2.090 4.933
C -2.231 -1.562 -3.232
C -3.412 2.903 -0.056
C 3.180 1.831 7.156
C 4.249 2.051 6.302
C 4.358 0.593 0.432
H -1.736 1.396 -6.262
H -2.147 -7.166 -1.920
H -2.852 2.115 1.834
H -4.051 -4.135 -0.845
H -2.130 -3.463 -5.070
H -2.306 -3.116 0.518
H -4.182 3.598 -1.908
H 0.126 -1.771 -1.855
H -3.241 3.000 -5.024
H 3.538 -0.808 3.389
H 4.886 2.249 4.270
H 0.624 -2.000 3.124
H 4.821 -2.671 2.419
H 1.769 -4.966 -4.137
H -1.221 -4.886 -1.726
H 3.419 6.966 -0.291
H -5.026 0.952 2.170
H -3.212 -3.524 -2.278
H 1.971 -3.278 -2.334
H 2.634 5.009 -1.583
H 3.367 4.620 3.278
H 4.286 1.534 -0.098
H 5.535 -0.347 -1.094
H -0.077 0.105 -4.835
H 5.243 2.186 6.703
H 2.693 -3.750 0.990
H 2.248 2.867 -0.466
H 5.750 -2.466 0.126
H -0.041 2.002 2.274
H 3.831 6.742 2.137
H 1.026 -4.123 0.556
H 3.338 1.795 8.224
H -7.256 0.579 1.352
H -6.358 2.422 -1.624
H 0.710 1.572 4.865
H 0.683 -0.506 2.213
H -2.605 -0.040 -1.921
H 1.070 1.475 7.297
H -3.741 -6.588 -1.454
H -1.968 -5.387 -0.205
H -0.264 -5.016 -5.542
H -3.034 -6.081 -2.986
H -7.771 1.146 -0.172
*
```

Its lowest unoccupied orbital energy (alpha / beta) is -0.18889 / -0.18867 Ha. The value obtained for the HOMO energy (alpha / beta) is -0.3664 / -0.3664 hartree. The electronic energy comes out at -154400.5805 eV.

***

Record 3
Here is a structure of composition C15H23N3O4 from the Open Molecules 2025 dataset. Energies are from ωB97M-V with the def2-TZVPD basis set.

ORCA input file:
```
! wB97M-V def2-TZVPD RIJCOSX def2/J DEFGRID3
* xyz 0 1
O 2.490 -0.268 0.867
O -1.455 -0.922 1.145
O -2.423 -2.076 -1.772
O -2.224 0.346 -0.712
N -3.538 0.123 3.513
N 4.329 0.685 -1.386
N 0.888 0.887 -0.516
C 1.709 -1.842 -2.234
C -0.958 2.783 2.143
C -1.020 -2.138 -2.052
C 2.928 0.085 -1.400
C 2.075 0.286 -0.183
C -1.295 0.120 0.360
C -0.249 -2.808 -1.065
C -2.190 1.848 2.536
C -0.219 2.553 0.766
C -0.397 -1.405 -3.150
C 1.066 -2.450 -1.094
C 0.919 -1.329 -3.216
C -2.096 0.638 3.410
C 3.111 -1.390 -2.097
C -0.156 1.004 0.524
H -0.791 3.854 2.500
H 0.322 0.838 -1.426
H -4.146 1.035 2.954
H -1.758 0.933 4.330
H 4.135 1.579 -0.491
H -0.208 2.381 2.968
H 3.807 -1.793 -1.233
H 0.454 0.555 1.469
H -1.298 -0.072 3.030
H -3.392 -0.912 2.827
H 3.343 -1.401 -3.200
H -0.644 -3.578 -0.346
H 1.027 2.648 0.754
H -2.423 -3.282 -1.011
H 4.893 -0.079 -0.658
H -2.757 -0.721 -0.777
H -1.025 -0.741 -3.903
H -2.908 1.623 1.713
H 1.057 -0.930 -4.225
H 1.775 -2.904 -0.385
H -2.793 2.360 3.166
H -0.572 3.118 -0.191
H 2.605 0.761 -2.254
*
```

Its lowest unoccupied orbital energy is -0.02949 Ha. The value obtained for the HOMO energy is -0.3204 hartree. The electronic energy comes out at -28576.8206 eV.

***

Record 4
Here is an isolated molecule of C6H10O from the Open Molecules 2025 dataset. Energies are from ωB97M-V with the def2-TZVPD basis set.

ORCA input file:
```
! wB97M-V def2-TZVPD RIJCOSX def2/J DEFGRID3
* xyz 0 1
O 1.691 -0.606 0.692
C -0.051 0.621 0.890
C -0.790 -1.303 0.179
C -0.287 0.425 -1.725
C -0.884 0.103 -0.360
C 1.470 0.816 0.681
C 0.365 -0.861 1.166
H -1.973 0.113 -0.558
H 0.804 0.420 -1.768
H -0.541 1.265 1.622
H 1.846 1.284 -0.235
H -1.127 -1.919 -0.694
H 0.393 -1.279 2.185
H 1.980 1.294 1.536
H -1.610 -1.498 0.883
H -0.631 1.421 -2.035
H -0.656 -0.297 -2.460
*
```

Its lowest unoccupied orbital energy is 0.03922 Ha. The value obtained for the HOMO energy is -0.3492 hartree. The electronic energy comes out at -8428.3741 eV. Its structure (SMILES) is C[C@H]1C[C@H]2OC[C@@H]12.

***

Record 5
Here is an isolated molecule of C3H3FN2 from the Open Molecules 2025 dataset. Energies are from ωB97M-V with the def2-TZVPD basis set.

ORCA input file:
```
! wB97M-V def2-TZVPD RIJCOSX def2/J DEFGRID3
* xyz 0 1
F -1.092 -3.379 1.349
N -0.137 -1.356 1.319
N -0.421 -0.412 -1.433
C 0.141 -0.184 0.918
C -0.079 -2.574 1.152
C -0.115 0.288 -0.435
H 0.678 0.346 1.598
H 0.164 1.432 -0.588
H -0.614 -1.392 -1.357
*
```

Its lowest unoccupied orbital energy (alpha / beta) is -0.03213 / -0.03216 Ha. The value obtained for the HOMO energy (alpha / beta) is -0.3291 / -0.3290 hartree. The electronic energy comes out at -8853.4411 eV.

***

Record 6
Here is a structure of composition C45H40IrOP2S from the Open Molecules 2025 dataset. Energies are from ωB97M-V with the def2-TZVPD basis set.

ORCA input file:
```
! wB97M-V def2-TZVPD RIJCOSX def2/J DEFGRID3
* xyz 3 1
Ir 0.414 -0.848 0.107
S -1.571 -0.234 1.509
P -1.425 -0.907 -1.495
P 1.158 1.309 1.037
O -2.413 -1.230 2.134
C 1.924 -2.290 2.156
C 3.481 -1.604 -1.295
C -1.013 -0.480 -3.196
C -0.297 4.347 -1.211
C 1.101 2.809 0.013
C -0.474 3.118 4.323
C -2.586 0.757 0.391
C -4.186 -4.561 -1.716
C -2.518 0.436 -0.956
C -4.291 2.370 -0.042
C 0.050 1.746 2.416
C -2.090 -3.499 -2.208
C 2.524 -2.065 -0.223
C 3.908 1.167 0.884
C -3.462 1.721 0.862
C -0.433 0.437 -5.748
C 0.075 1.109 -4.641
C -1.909 1.268 3.774
C -0.197 0.645 -3.369
C -2.517 -2.346 -1.536
C -0.210 -4.715 0.181
C 0.911 -3.183 1.809
C 5.420 1.160 2.750
C -4.237 2.054 -1.394
C -1.528 -1.151 -4.305
C -3.776 -2.319 -0.935
C -1.586 2.331 4.604
C 5.201 1.161 1.377
C -4.607 -3.423 -1.042
C 0.340 2.836 3.235
C 3.041 1.196 3.138
C 4.342 1.172 3.624
C 2.819 1.232 1.763
C -0.154 3.181 -0.483
C -3.347 1.095 -1.857
C 2.210 3.613 -0.251
C 0.812 5.141 -1.478
C 0.692 -3.572 0.485
C -2.926 -4.598 -2.303
C 2.060 4.773 -0.997
C -1.095 1.014 2.682
C -1.236 -0.684 -5.577
C 2.184 -1.963 3.590
C 1.452 -2.933 -0.538
C 2.733 -1.755 1.130
H -4.122 -1.445 -0.401
H 2.220 1.216 3.840
H -1.111 -4.406 -0.344
H -1.025 2.565 -0.284
H -2.602 -5.486 -2.829
H 1.207 3.453 3.033
H 0.348 -3.674 2.594
H 1.965 -2.814 4.233
H -1.645 -1.193 -6.439
H 3.566 -2.354 -2.079
H -2.775 0.643 3.959
H 0.209 1.152 -2.498
H -5.592 -3.385 -0.595
H 4.511 1.173 4.693
H 2.925 5.394 -1.186
H 3.583 -1.143 1.400
H -3.508 1.972 1.913
H 1.537 -1.140 3.904
H 0.308 -5.430 -0.462
H -0.196 0.781 -6.745
H 6.038 1.153 0.692
H 3.150 -0.675 -1.761
H 0.706 6.050 -2.055
H -3.315 0.840 -2.908
H -1.272 4.642 -1.574
H 3.744 1.122 -0.187
H -2.174 -2.008 -4.188
H -2.210 2.552 5.458
H -4.980 3.123 0.315
H -4.835 -5.425 -1.769
H 1.349 -3.271 -1.564
H 0.684 1.992 -4.780
H -1.115 -3.512 -2.683
H 6.428 1.144 3.141
H 4.471 -1.433 -0.874
H 3.182 3.371 0.148
H -0.512 -5.232 1.089
H -0.227 3.951 4.967
H 3.216 -1.650 3.741
H -4.898 2.551 -2.091
*
```

Its lowest unoccupied orbital energy (alpha / beta) is -0.37674 / -0.37678 Ha. The value obtained for the HOMO energy (alpha / beta) is -0.6150 / -0.6150 hartree. The electronic energy comes out at -81589.1152 eV.

***

Record 7
Here is a structure of composition C3H4O4S from the Open Molecules 2025 dataset. Energies are from ωB97M-V with the def2-TZVPD basis set.

ORCA input file:
```
! wB97M-V def2-TZVPD RIJCOSX def2/J DEFGRID3
* xyz 0 1
S 0.456 1.810 0.432
O 0.876 0.186 1.320
O 1.666 2.466 0.842
O -0.773 2.160 1.070
O 0.262 1.318 -0.897
C 0.241 -1.535 -0.572
C -1.049 -0.893 -0.149
C 0.216 -0.479 0.487
H 0.581 -0.899 -1.462
H -1.844 -1.432 0.297
H -1.309 -0.250 -0.934
H 0.678 -2.451 -0.433
*
```

Its lowest unoccupied orbital energy is -0.04298 Ha. The value obtained for the HOMO energy is -0.4048 hartree. The electronic energy comes out at -22196.5804 eV.

***

Record 8
Here is an isolated molecule of C5H13N2O2P from the Open Molecules 2025 dataset. Energies are from ωB97M-V with the def2-TZVPD basis set.

ORCA input file:
```
! wB97M-V def2-TZVPD RIJCOSX def2/J DEFGRID3
* xyz 0 1
P 0.834 0.392 -0.485
O 2.312 -0.143 -0.048
O 0.646 1.856 -0.126
N -1.642 -0.494 0.852
N -0.706 -0.951 -0.075
C -1.296 -0.448 2.337
C 3.976 -0.202 1.612
C -2.242 0.788 0.474
C 2.960 0.358 1.051
C 0.916 0.059 -2.258
H -3.153 0.752 1.022
H 2.015 0.245 -2.458
H 0.574 -0.834 -2.762
H -0.732 0.440 2.270
H 2.562 1.174 1.424
H -1.697 1.703 0.758
H 0.336 0.896 -2.810
H 4.531 0.392 2.354
H -2.552 0.767 -0.637
H -0.957 -1.313 2.854
H 4.562 -1.128 1.366
H -0.343 -1.788 0.173
H -2.218 -0.210 2.917
*
```

Its lowest unoccupied orbital energy (alpha / beta) is 0.02997 / 0.02997 Ha. The value obtained for the HOMO energy (alpha / beta) is -0.2869 / -0.2869 hartree. The electronic energy comes out at -21757.2617 eV. Its structure (SMILES) is C=CO[P@](C)(=O)NN(C)C.